Here is C16H24F6NO7PS3Ti as an isolated structure from the Open Molecules 2025 dataset. Energies are from the ωB97M-V functional and the def2-TZVPD basis.

Values from the calculation:
frontier orbital gap (alpha / beta): 5.39 / 6.43 eV
relative energy (zero: lowest compared OMol25 entry of this formula, charge and spin): 2.033 eV
E: -4190.150366 a.u.
2S+1: 2
⟨S²⟩: 1.033
charge: -1
HOMO (alpha / beta): -3.95 / -4.64 eV

Structure (XYZ):
```
59
Properties=species:S:1:pos:R:3:mulliken_spin:R:1
Ti -1.01844 -0.11297 1.16964 0.91
C 1.61903 1.41223 -1.39181 -0.02
C 2.09069 0.57336 -0.33629 -0.17
C 1.59237 1.04884 0.89078 0.04
C 0.75040 2.14709 0.61320 -0.15
C 0.82633 2.39384 -0.82801 -0.05
C 0.33789 3.64588 -1.46692 -0.02
C 0.32495 3.17202 1.61929 -0.02
C 2.27305 0.78750 2.20352 -0.02
C 3.10444 -0.51123 -0.48079 0.01
C 2.06242 1.28841 -2.81975 -0.01
H -0.75489 3.74644 -1.42355 0.01
H 0.63917 3.71122 -2.51322 0.00
H 0.73850 4.52345 -0.95061 0.00
H -0.09240 2.70515 2.51223 0.00
H -0.41763 3.85640 1.20540 0.00
H 1.18472 3.77346 1.93913 0.00
H 1.71323 1.18449 3.04460 0.00
H 3.25832 1.27050 2.18797 0.00
H 2.44844 -0.26797 2.39678 0.00
H 2.99033 -1.26676 0.29747 0.00
H 4.11937 -0.10272 -0.39787 -0.01
H 3.02347 -1.00452 -1.44957 0.00
H 1.74025 0.34744 -3.27727 0.00
H 3.15335 1.31419 -2.89362 0.00
H 1.67635 2.10348 -3.43253 0.00
F -1.42502 -3.74208 2.64409 0.00
C -0.12124 -4.00919 2.54164 0.00
F 0.22236 -4.79270 3.56746 0.00
F 0.07044 -4.70441 1.41154 0.00
S 0.87037 -2.45614 2.54589 0.00
O 0.31504 -1.79334 1.32878 0.01
O 2.21266 -2.93987 2.38125 0.00
N 0.61709 -1.75096 3.86115 0.01
S -0.64534 -0.67777 4.20628 0.00
O -0.16835 0.05072 5.37472 0.00
O -0.52097 0.32964 2.97842 0.00
C -4.46323 -0.45313 2.53348 0.00
F -2.37749 -1.14476 1.61692 0.01
F -4.86084 0.01479 1.36825 0.00
F -3.82825 0.54157 3.07623 0.00
S -2.74696 2.67397 -0.45075 0.28
C -2.01737 1.52516 0.28961 0.20
C 0.32063 -2.88940 -2.72142 0.00
O 0.57048 -1.72840 -1.92728 0.01
P -0.61126 -0.76157 -1.45896 0.00
O -1.73519 -1.89458 -1.08881 0.00
C -3.13374 -1.67004 -1.23937 0.00
O -1.26921 -0.28235 -2.86339 0.00
C -1.24651 1.05409 -3.35584 0.01
H 1.26103 -3.14522 -3.20534 0.00
H -0.43881 -2.69374 -3.47923 0.00
H -0.00151 -3.70806 -2.08027 0.00
H -3.44371 -1.91436 -2.25650 0.00
H -3.40433 -0.63357 -1.02332 0.00
H -3.63522 -2.31628 -0.52304 0.00
H -0.60224 1.10070 -4.23421 0.00
H -0.88263 1.74579 -2.60039 -0.01
H -2.26441 1.32628 -3.63579 0.00
```